# C48H67N3O42S7

A structure of composition C48H67N3O42S7 (ωB97M-V with the def2-TZVPD basis set, the Open Molecules 2025 dataset).

Geometry (Å):
C -4.53012 0.33228 3.03756
C -4.47426 -0.02026 4.52370
O -3.73370 -1.22438 4.61056
S -3.33349 -1.81952 3.15836
O -4.40615 -2.63808 2.69333
O -1.99830 -2.30985 3.13922
O -3.39708 -0.34666 2.46998
H -4.35841 1.37961 2.79544
H -5.42531 0.01096 2.50504
H -5.49176 -0.08943 4.91027
H -3.98998 0.75118 5.12325
C 1.92035 -4.06304 -2.34896
C 1.84174 -5.24710 -1.40195
O 1.67395 -6.38451 -2.26768
S 0.75432 -5.99541 -3.51605
O -0.64181 -6.17746 -3.25505
O 1.29830 -6.58767 -4.68888
O 1.10046 -4.41286 -3.47522
H 2.94210 -3.94907 -2.71442
H 1.56528 -3.15077 -1.88492
H 0.92363 -5.27799 -0.80527
H 2.67719 -5.30608 -0.71057
C -2.52143 2.67896 -1.11246
C -3.03917 2.14873 -2.43364
O -2.47041 3.03310 -3.40392
S -2.33083 4.52431 -2.80953
O -3.42982 5.34187 -3.19234
O -0.98723 4.92860 -3.08579
O -2.52401 4.09245 -1.21092
H -1.48382 2.38948 -0.93925
H -3.08768 2.24285 -0.28905
H -4.11622 2.33720 -2.45203
H -2.79502 1.11895 -2.66519
C 2.18479 0.65136 -4.62173
C 1.04236 1.65104 -4.69968
O 1.56388 2.64418 -5.59126
S 3.18396 2.57683 -5.69448
O 3.78775 3.83701 -5.41176
O 3.46615 1.93904 -6.95155
O 3.34027 1.51320 -4.52482
H 2.34146 0.04659 -5.52158
H 2.23141 -0.07110 -3.81072
H 0.94093 2.09328 -3.71110
H 0.11379 1.19278 -5.02519
C -4.97485 -1.84999 -0.54326
C -5.19576 -1.79362 -2.02457
O -6.33997 -0.96165 -2.23864
S -6.45248 0.11570 -1.03664
O -7.66488 -0.14531 -0.32800
O -6.16940 1.42781 -1.49641
O -5.21248 -0.47459 -0.19085
H -3.93743 -2.10442 -0.33572
H -5.61856 -2.54817 -0.00831
H -5.43711 -2.75237 -2.48441
H -4.35610 -1.35219 -2.56589
C 4.35347 -0.58180 -0.62759
C 5.68955 -0.38489 0.08363
O 6.41268 -1.62147 -0.05689
S 5.60709 -2.71251 -0.94110
O 5.66106 -3.98841 -0.30987
O 6.00106 -2.55727 -2.30290
O 4.16342 -1.99137 -0.73279
H 4.32536 -0.14836 -1.62981
H 3.49746 -0.14951 -0.11294
H 5.57112 -0.16407 1.14164
H 6.28311 0.36099 -0.43703
C 0.50131 -0.99092 0.68714
C -0.09036 0.38354 0.52360
O -0.16681 0.55524 -0.93062
S -0.57664 -0.85609 -1.59159
O 0.16404 -1.10845 -2.78429
O -1.99259 -0.98359 -1.67534
O -0.01222 -1.76598 -0.39572
H 0.13589 -1.36142 1.64330
H 1.58257 -0.92308 0.63011
H 0.46202 1.18733 0.99245
H -1.14406 0.45361 0.80873
C -2.77012 -4.87088 1.10082
C -1.92303 -4.14174 0.28763
C -2.20932 -4.04514 -1.05354
C -3.28150 -4.72174 -1.61195
C -4.11678 -5.45348 -0.78128
C -3.88332 -5.53810 0.59064
N -3.48191 -4.73808 -3.05299
O -4.39353 -5.41873 -3.48523
O -2.87475 -3.92746 -3.73111
H -2.59713 -4.95277 2.16698
H -1.07781 -3.66876 0.76763
H -1.52248 -3.54494 -1.72307
H -4.92823 -6.04570 -1.18503
H -4.44287 -6.16045 1.27220
C -2.04489 -1.29392 -5.39755
C -2.11321 -0.15496 -6.20567
C -1.13661 0.10136 -7.15985
C -0.02696 -0.73361 -7.20794
C 0.09552 -1.81133 -6.35825
C -0.92393 -2.10926 -5.46133
N 1.03542 -0.42594 -8.17580
O 2.10474 -0.98263 -8.03580
O 0.75509 0.31876 -9.09261
H -2.78573 -1.41071 -4.61759
H -2.99987 0.46489 -6.16393
H -1.36693 0.81257 -7.93926
H 0.95847 -2.46069 -6.41660
H -0.78804 -2.93510 -4.77815
C -2.22227 6.90986 4.35620
C -2.81068 6.35881 3.20667
C -2.07899 5.40972 2.51434
C -0.86550 4.96520 3.01697
C -0.29295 5.52614 4.14257
C -0.99408 6.49761 4.83932
N -0.26329 3.77376 2.40284
O -0.84841 3.24655 1.47980
O 0.81902 3.39817 2.81774
H -2.66939 7.80784 4.76797
H -3.72481 6.78898 2.82905
H -2.34893 5.02859 1.53514
H 0.62291 5.08728 4.51715
H -0.51348 6.96986 5.68407
O -0.06800 -1.47978 5.15804
C -0.38021 -0.37061 5.47814
O -0.76443 -0.03401 6.71498
C -0.94210 1.36959 6.87164
C -0.46519 2.03510 5.53972
C -0.46566 0.84309 4.58378
H -0.39958 1.85287 7.68206
H -2.00744 1.49673 7.07019
H 0.47050 2.56201 5.70358
H -1.19518 2.76969 5.19685
H 0.32932 0.85446 3.84086
H -1.43611 0.71800 4.09277
O 2.49428 0.73799 2.18901
C 3.17910 1.27747 3.01324
O 3.36876 0.72510 4.23334
C 4.23201 1.52694 5.04470
C 4.96717 2.43733 4.08570
C 4.00070 2.54300 2.90805
H 4.94910 0.91865 5.59688
H 3.61199 2.03554 5.78528
H 5.96011 2.12694 3.75897
H 5.17749 3.42393 4.50681
H 4.50014 2.69475 1.95305
H 3.33566 3.40649 2.99579
O 1.72233 -3.53616 1.38912
C 2.44469 -3.59627 2.34187
O 3.64908 -4.20312 2.29079
C 4.27954 -4.12541 3.58086
C 3.80918 -2.79616 4.13937
C 2.35670 -2.79517 3.63907
H 5.34319 -4.20536 3.35869
H 3.99770 -4.98976 4.18700
H 4.34827 -1.97862 3.66269
H 3.86902 -2.74366 5.22369
H 1.95748 -1.80840 3.42649
H 1.68079 -3.37773 4.27078
O 4.35218 2.33577 -0.65561
C 3.36591 2.97783 -0.90881
O 2.93588 3.18585 -2.15745
C 1.76479 4.01970 -2.10003
C 1.87383 4.80068 -0.79031
C 2.51841 3.74339 0.09731
H 0.87271 3.39114 -2.12807
H 1.66508 4.69148 -2.95032
H 0.85564 5.08087 -0.51456
H 2.46109 5.70751 -0.91876
H 1.75951 3.09406 0.53665
H 3.19749 4.13911 0.84574

Output
**E**: -7980.54878 hartree
**Max |F|**: 0.038 Eh/bohr
**HOMO-LUMO gap**: 7.6 eV
**HOMO level**: -0.3519 Ha

---

# C13H40N2O7

A cluster of 7 separate species, C13H40N2O7 in total (ωB97M-V with the def2-TZVPD basis set, the Open Molecules 2025 dataset).

Geometry (Å):
C 1.30143 2.36819 -3.58359
O 1.60212 3.30344 -4.32082
N 0.63525 1.28782 -3.85962
N 1.64539 2.35390 -2.34089
H 0.17583 1.16508 -4.75066
H 0.59320 0.57219 -3.14813
H 1.30684 1.57884 -1.78881
H 2.29637 3.05744 -2.02253
C 1.03951 -1.37149 -1.52780
C -0.19527 -0.88174 -0.88297
O -0.22090 0.51127 -1.09938
H 1.93696 -0.93340 -1.09102
H 1.05020 -1.20475 -2.60492
H 1.04294 -2.45267 -1.38949
H -0.27830 -0.96695 0.20052
H -1.11672 -1.38536 -1.17519
H -0.59780 0.86991 -0.29258
C -2.96225 1.97798 -3.34884
C -3.79048 0.97616 -2.53862
O -4.91962 0.62571 -3.27516
H -2.57794 1.56814 -4.28289
H -2.05324 2.25631 -2.81560
H -3.46755 2.93633 -3.46858
H -4.14184 1.32614 -1.56798
H -3.08887 0.16513 -2.34348
H -5.71360 0.69889 -2.74053
C -0.29500 4.01224 0.43768
C -1.54166 3.17865 0.75630
O -1.19756 1.80490 0.97610
H -0.49097 5.06027 0.21115
H 0.20391 3.47406 -0.36828
H 0.44107 4.01752 1.24159
H -2.15785 3.29871 -0.13477
H -2.14854 3.69007 1.50346
H -1.15643 1.72352 1.93176
C -2.12874 -2.98378 1.85281
C -2.55661 -1.52014 2.13510
O -3.84692 -1.52316 2.63812
H -1.77937 -3.54862 2.71710
H -1.22795 -2.96724 1.23929
H -2.89453 -3.60209 1.38447
H -2.71435 -0.86121 1.28127
H -1.80186 -1.03585 2.75472
H -4.00697 -2.32791 3.13648
C 3.04974 0.77623 1.30312
C 3.94705 0.33132 2.43050
O 4.68916 -0.70869 1.78876
H 2.45295 1.63557 1.60887
H 2.33681 -0.01797 1.08159
H 3.60561 1.09201 0.42030
H 3.45693 0.01809 3.35233
H 4.68568 1.06313 2.75756
H 5.58712 -0.76903 2.12287
C 1.88003 -4.68963 2.35632
C 1.81320 -3.19895 1.88818
O 2.38193 -2.34892 2.84188
H 1.22374 -5.27417 1.71158
H 1.60624 -4.96362 3.37517
H 2.83492 -5.19006 2.19548
H 0.76627 -2.90218 1.82509
H 2.29361 -3.04688 0.92164
H 3.18773 -2.09872 2.38395

Output
**E**: -1155.07206 hartree
**Total charge**: +1
**Max |F|**: 0.105 Eh/bohr
**HOMO-LUMO gap (spin up / spin down)**: 9.5 / 3.2 eV
**HOMO level (spin up / spin down)**: -0.4489 / -0.4489 Ha
**Multiplicity**: 2

---

# C43H51F4N2O8STi

A structure of composition C43H51F4N2O8STi (ωB97M-V with the def2-TZVPD basis set, the Open Molecules 2025 dataset).

Geometry (Å):
Ti 1.54196 0.06470 0.04266
C -5.53094 2.56173 -1.61771
C -5.03530 1.08907 -1.66636
C -4.96197 0.62155 -3.11789
C -6.11986 0.22804 -0.93935
C -3.70397 1.00173 -0.97385
C -2.62277 0.43691 -1.61443
C -1.33969 0.43577 -0.91726
N -0.20986 -0.02676 -1.27739
C 0.15232 -0.48991 -2.57289
C -0.63395 -1.10444 -3.50109
C -0.05774 -1.50434 -4.70911
C 1.29474 -1.25093 -4.92855
C 2.14363 -0.60809 -3.99723
C 1.56462 -0.28585 -2.76593
O 2.22861 0.18901 -1.68349
C 3.59147 -0.20724 -4.43482
C 3.53810 1.31224 -4.60725
C 4.69539 -0.72360 -3.51281
C 3.91036 -0.76800 -5.85087
C -0.90796 -2.27282 -5.79832
C -0.49934 -3.74673 -5.87009
C -2.38193 -2.20077 -5.49462
C -0.66127 -1.57130 -7.16058
C -1.22016 1.22256 0.36474
O -0.09174 1.41512 0.77378
C -2.40409 1.70353 1.05111
C -3.56215 1.47983 0.41090
C -2.32830 2.57499 2.31904
C -1.59494 1.92768 3.49274
C -3.76598 2.88395 2.80241
C -1.58875 3.88800 1.99197
H -6.54077 2.66074 -1.96268
H -4.91592 3.23827 -2.22504
H -5.43017 2.84613 -0.59209
H -5.91891 0.68830 -3.58620
H -4.68486 -0.42168 -3.17859
H -4.24390 1.28347 -3.57769
H -7.10661 0.55310 -1.27354
H -6.07544 0.24562 0.11425
H -6.00781 -0.79283 -1.25384
H -2.68607 -0.04872 -2.57154
H -1.68333 -1.38184 -3.30141
H 1.76321 -1.64257 -5.83191
H 3.26262 1.81759 -3.73077
H 2.79406 1.50310 -5.41806
H 4.50708 1.66060 -4.95125
H 4.64117 -0.36945 -2.48666
H 5.62622 -0.46559 -3.95811
H 4.62547 -1.79464 -3.48274
H 3.34662 -0.32810 -6.64478
H 3.82997 -1.83614 -5.86255
H 4.94221 -0.52543 -6.07871
H -0.81576 -4.29567 -5.02974
H 0.56370 -3.90580 -5.96505
H -1.00896 -4.20324 -6.71530
H -2.66002 -2.78944 -4.63449
H -2.97772 -2.55881 -6.33934
H -2.65077 -1.12956 -5.38557
H 0.31631 -1.85120 -7.55811
H -0.75615 -0.46068 -7.03671
H -1.43205 -1.98052 -7.86970
H -4.49905 1.74470 0.90512
H -2.10702 1.04594 3.93936
H -1.56221 2.68741 4.30930
H -0.57106 1.61791 3.26686
H -4.27928 2.01352 3.03562
H -4.34290 3.45056 2.04374
H -3.69316 3.44073 3.74922
H -0.54191 3.64955 1.62739
H -1.51461 4.55879 2.82629
H -2.10157 4.35368 1.16212
C 3.99904 2.03370 6.97891
C 3.31679 0.67900 6.83239
C 2.35914 0.52179 8.04594
C 1.66447 -0.83962 7.95522
C 0.98768 -1.00067 6.63473
C -0.24227 -1.61196 6.56329
C -0.89101 -1.79328 5.32927
F -2.06156 -2.46115 5.29185
C -0.26529 -1.41437 4.18098
C 0.93719 -0.65926 4.23518
C 1.46760 -0.10376 3.01310
O 0.93203 -0.45265 1.90091
C 2.55040 0.80855 3.16802
C 3.11942 0.95359 4.40308
N 2.61291 0.42673 5.53686
C 1.51510 -0.41726 5.46854
C 3.18698 1.55805 2.01683
O 4.08756 2.30294 2.20262
O 2.60360 1.36947 0.78581
H 4.40523 2.10005 7.96464
H 3.25023 2.82118 6.93430
H 4.80149 2.22278 6.25811
H 4.03923 -0.16457 6.88278
H 1.65975 1.36145 8.09122
H 2.96178 0.60507 8.96144
H 0.91832 -0.96214 8.73298
H 2.43409 -1.58763 8.03606
H -0.69252 -2.03776 7.47078
H -0.66690 -1.64052 3.21077
H 3.91586 1.69658 4.50150
F 3.42161 -3.07628 -1.63406
C 2.91464 -3.71919 -0.56183
F 1.92260 -4.51169 -0.99039
F 3.83032 -4.45815 0.03350
S 2.16387 -2.52258 0.61072
O 3.08830 -1.34141 0.62164
O 1.87805 -3.22308 1.78644
O 1.02504 -2.01534 -0.16866

Output
**E**: -4027.68959 hartree
**Energy above the lowest of the compared OMol25 structures with the same formula, charge and spin**: 0.00 kcal per mole
**Total charge**: +1
**Max |F|**: 0.046 Eh/bohr
**HOMO-LUMO gap (spin up / spin down)**: 5.7 / 5.7 eV
**HOMO level (spin up / spin down)**: -0.3895 / -0.3895 Ha

---

Question: Which value of E does entry 1 give?
Answer: -7980.54878 hartree